[1]
Molecular formula: C4H28NO12S
Method: DFT, ωB97M-V/def2-TZVPD

Geometry as ORCA input:
```
! wB97M-V def2-TZVPD RIJCOSX def2/J DEFGRID3
* xyz -1 1
C 0.499 2.649 0.933
C 1.319 1.427 1.158
C 2.319 1.283 0.030
S 3.411 2.823 -0.210
N 0.440 0.287 1.123
C 0.071 -0.482 2.257
O -0.797 -1.352 1.899
O 0.526 -0.321 3.389
H 0.025 2.600 -0.055
H -0.431 2.962 1.465
H 1.009 3.653 0.976
H 1.761 1.390 2.170
H 1.778 1.053 -0.919
H 2.966 0.451 0.289
H 4.182 2.246 -1.185
H 0.139 -0.050 0.223
H 2.051 0.880 -3.039
H 2.049 2.099 -3.914
O 2.649 1.568 -3.378
H 0.965 -2.555 -0.736
H 2.240 -1.661 -0.599
O 1.401 -1.738 -1.060
H -3.415 0.550 -0.320
H -2.030 0.509 0.322
O -2.599 1.051 -0.236
H -3.985 -1.308 0.975
H -2.339 -1.436 0.955
O -3.191 -1.631 0.542
H -1.349 1.516 -3.514
H -2.225 2.037 -2.375
O -1.928 2.255 -3.268
H 0.699 -3.205 1.380
H -0.606 -2.812 0.606
O 0.167 -3.432 0.611
H 2.986 -0.101 2.491
H 2.349 -1.070 3.521
O 3.045 -0.992 2.843
H -0.371 -0.656 -2.594
H -1.260 -0.779 -3.831
O -0.608 -0.204 -3.416
H -2.090 -1.811 -1.078
H -1.084 -2.997 -1.280
O -1.602 -2.322 -1.726
H -2.917 -0.020 2.817
H -2.772 -1.525 2.856
O -3.445 -0.827 2.903
*
```

Energy above the lowest of the compared OMol25 structures with the same formula, charge and spin: 43.6 kJ/mol
Highest occupied orbital energy: -6.326 eV
E_tot: -1525.14960 Ha

Atomic partial charges in e from the natural (NBO) method, atoms 1 to 8: number 1, C, carries -0.64; number 2, C, carries -0.10; number 3, C, carries -0.46; number 4, S, carries -0.11; number 5, N, carries -0.70; number 6, C, carries 0.90; number 7, O, carries -0.92; number 8, O, carries -0.76


[2]
Molecular formula: C4H28NO13
Method: DFT, ωB97M-V/def2-TZVPD

Geometry as ORCA input:
```
! wB97M-V def2-TZVPD RIJCOSX def2/J DEFGRID3
* xyz -1 1
O 0.286 -2.701 0.059
C 0.388 -2.585 -1.396
C -0.271 -1.468 -2.224
C -1.136 -0.443 -1.420
O -1.032 -0.434 -0.015
N 0.818 -0.758 -2.898
C 2.058 -1.177 -2.173
O 1.709 -2.399 -1.558
H 0.310 -3.514 -1.654
H -0.999 -1.973 -3.066
H -1.047 0.513 -1.932
H -2.118 -0.862 -1.607
H 0.140 -1.728 0.472
H 0.854 -0.961 -4.007
H 2.403 -0.444 -1.435
H 2.903 -1.131 -2.842
H 0.508 1.916 1.649
H 0.715 3.251 2.378
O -0.044 2.783 2.122
H 2.243 1.852 0.796
H 3.723 1.886 0.138
O 3.031 2.300 0.731
H 3.037 -1.737 1.388
H 1.714 -2.409 0.686
O 2.096 -2.070 1.608
H -0.055 1.303 3.094
H -0.348 -0.241 2.827
O -0.386 0.451 3.504
H -2.578 1.587 0.824
H -3.038 1.912 2.192
O -3.289 2.038 1.306
H 1.300 1.466 -2.547
H 0.946 2.036 -1.271
O 1.406 2.293 -2.125
H -1.589 -1.903 0.830
H -2.505 -2.854 0.048
O -2.292 -2.749 0.924
H -1.394 3.651 0.325
H 0.123 3.664 0.076
O -0.751 3.576 -0.429
H 1.510 -0.114 1.346
H 0.254 0.032 0.412
O 0.978 0.438 0.942
H -3.407 -1.373 1.787
H -3.302 -0.435 0.647
O -3.873 -0.486 1.485
*
```

Energy above the lowest of the compared OMol25 structures with the same formula, charge and spin: 827.4 kJ/mol
Highest occupied orbital energy: -6.266 eV
E_tot: -1201.98479 Ha

Atomic partial charges in e from the natural (NBO) method, atoms 1 to 8: number 1, O, carries -0.77; number 2, C, carries 0.35; number 3, C, carries -0.12; number 4, C, carries -0.07; number 5, O, carries -0.93; number 6, N, carries -0.68; number 7, C, carries 0.08; number 8, O, carries -0.53


[3]
Molecular formula: C4H29NO12S
Method: DFT, ωB97M-V/def2-TZVPD

Geometry as ORCA input:
```
! wB97M-V def2-TZVPD RIJCOSX def2/J DEFGRID3
* xyz 0 1
O 2.383 -0.237 -1.131
C 1.931 -0.238 -0.002
O 2.587 0.114 1.178
N 0.682 -0.526 0.424
C 0.210 -0.497 1.846
C 0.971 -1.337 2.916
C 1.435 -2.650 2.358
S 0.065 -3.753 2.425
H 3.495 0.190 0.916
H -0.016 -0.766 -0.321
H -0.835 -0.884 1.617
H -0.014 0.577 2.062
H 1.861 -0.692 3.136
H 0.366 -1.163 3.894
H 1.951 -2.416 1.326
H 2.270 -3.097 2.928
H -0.092 -3.929 1.096
O -2.030 -0.188 -4.109
H -2.729 -0.823 -3.982
H -1.358 -0.328 -4.782
O 0.507 -1.836 -2.701
H 1.377 -1.400 -2.595
H -0.005 -1.256 -3.016
O -2.018 0.730 1.904
H -1.668 1.456 2.245
H -3.035 1.208 1.705
O -3.379 2.711 0.805
H -2.679 2.580 0.110
H -3.171 3.456 1.210
O 1.224 2.620 2.410
H 1.966 2.572 2.960
H 1.204 1.808 1.969
O -2.128 -0.753 -0.653
H -2.840 -1.307 -0.380
H -2.250 -0.028 0.003
O 1.998 3.110 -1.101
H 2.969 2.599 -1.073
H 1.660 3.128 -1.961
O -0.821 2.640 -0.280
H 0.032 3.118 -0.067
H -0.545 2.244 -1.096
O -1.562 -3.450 -2.143
H -1.021 -2.679 -1.883
H -1.021 -4.129 -2.531
O 0.800 1.514 -2.609
H 1.444 0.722 -2.360
H -0.172 1.267 -2.668
*
```

Structure (SMILES): O=C(O)NCCCS.O.O.O.O.O.O.O.O.O.O
Energy above the lowest of the compared OMol25 structures with the same formula, charge and spin: 575.1 kJ/mol
Highest occupied orbital energy: -8.919 eV
E_tot: -1525.52196 Ha

Atomic partial charges in e from the natural (NBO) method, atoms 1 to 8: number 1, O, carries -0.72; number 2, C, carries 0.90; number 3, O, carries -0.72; number 4, N, carries -0.65; number 5, C, carries -0.23; number 6, C, carries -0.45; number 7, C, carries -0.57; number 8, S, carries -0.02


[4]
Molecular formula: C4H2AgO2
Method: DFT, ωB97M-V/def2-TZVPD

Geometry as ORCA input:
```
! wB97M-V def2-TZVPD RIJCOSX def2/J DEFGRID3
* xyz 1 3
H -0.973 -2.200 -0.485
C -0.707 -1.193 -0.162
C -1.613 -0.155 -0.085
O 0.586 -1.119 0.156
O 0.981 0.157 0.619
Ag 2.428 0.608 -0.555
C -2.490 0.808 0.572
C -2.346 0.844 -0.782
H -2.853 1.210 1.513
*
```

Energy above the lowest of the compared OMol25 structures with the same formula, charge and spin: 563.3 kJ/mol
Highest occupied orbital energy (alpha / beta): -12.009 / -13.874 eV
E_tot: -450.39316 Ha

Atomic partial charges in e from the Löwdin method, atoms 1 to 8: number 1, H, carries 0.16; number 2, C, carries -0.06; number 3, C, carries -0.09; number 4, O, carries -0.12; number 5, O, carries -0.37; number 6, Ag, carries 0.88; number 7, C, carries 0.16; number 8, C, carries 0.31


[5]
Molecular formula: C4H2Br2O6
Method: DFT, ωB97M-V/def2-TZVPD

Geometry as ORCA input:
```
! wB97M-V def2-TZVPD RIJCOSX def2/J DEFGRID3
* xyz -2 1
C -0.475 1.469 -0.213
C -0.943 -1.872 0.288
C 0.314 0.373 -0.827
C 0.463 -0.912 0.298
O -0.626 2.596 -0.955
O -1.280 -2.182 1.443
O -1.055 1.392 0.830
O -1.403 -2.221 -0.801
O 0.668 0.362 -2.027
O 0.669 -0.468 1.547
Br 1.945 2.014 0.423
Br 1.867 -2.224 -0.336
H -0.102 2.577 -1.755
H -0.042 -0.905 2.085
*
```

Energy above the lowest of the compared OMol25 structures with the same formula, charge and spin: 0.0 kJ/mol
Highest occupied orbital energy: -1.612 eV
E_tot: -5753.16883 Ha

Atomic partial charges in e from the natural (NBO) method, atoms 1 to 8: number 1, C, carries 0.68; number 2, C, carries 0.76; number 3, C, carries 0.46; number 4, C, carries 0.12; number 5, O, carries -0.71; number 6, O, carries -0.78; number 7, O, carries -0.59; number 8, O, carries -0.74


[6]
Molecular formula: C4H2BrNOS
Method: DFT, ωB97M-V/def2-TZVPD

Geometry as ORCA input:
```
! wB97M-V def2-TZVPD RIJCOSX def2/J DEFGRID3
* xyz 0 1
C -0.221 -0.275 1.684
C -0.458 0.607 0.717
C 1.733 2.065 1.939
C 1.808 0.660 2.870
N 0.855 -0.321 2.429
O 2.386 0.739 3.865
S 0.744 1.989 0.325
Br 2.753 3.473 2.547
H -0.729 -1.187 2.109
H -1.101 0.406 -0.116
*
```

Energy above the lowest of the compared OMol25 structures with the same formula, charge and spin: 405.7 kJ/mol
Highest occupied orbital energy (alpha / beta): -8.478 / -8.978 eV
E_tot: -3255.65819 Ha

Atomic partial charges in e from the natural (NBO) method, atoms 1 to 8: number 1, C, carries -0.02; number 2, C, carries -0.34; number 3, C, carries -0.37; number 4, C, carries 0.65; number 5, N, carries -0.49; number 6, O, carries -0.52; number 7, S, carries 0.39; number 8, Br, carries 0.22